Computed, not measured: a single C21H20N2O4S2 molecule at a distorted geometry, with the ωB97M-V functional and the def2-TZVPD basis.

Structure (ORCA input):
```
! RIJCOSX wB97M-V def2-TZVPD def2/J DEFGRID3
* xyz 0 1
O -0.191 2.907 1.383
O -2.476 -3.376 0.243
O -1.116 -1.891 1.654
O 3.175 0.622 0.094
C 0.529 1.986 1.089
C 0.044 1.066 0.132
C 1.376 -1.333 -2.026
C 0.639 -1.104 -0.899
C 0.885 0.000 0.056
C -4.337 1.449 -0.879
C 0.359 -4.105 -4.451
C -0.746 -4.511 -3.763
C -3.932 1.252 0.449
C -3.996 0.487 -1.850
C 1.104 -3.018 -3.968
C -1.078 -3.896 -2.549
C -3.110 0.176 0.812
C -3.205 -0.614 -1.484
C 0.799 -2.406 -2.777
C -0.313 -2.820 -2.026
C -2.772 -0.777 -0.145
N 1.727 1.637 1.681
N -0.373 -2.060 -0.881
S 2.280 0.059 1.128
C 3.699 1.671 3.220
C 2.807 3.781 2.148
C 1.440 2.556 3.933
C 2.412 2.413 2.738
S -1.689 -2.153 0.312
H -0.810 1.242 -0.511
H 2.299 -0.794 -2.308
H -4.894 2.338 -1.072
H 0.536 -4.484 -5.462
H -1.322 -5.300 -4.161
H -4.295 1.983 1.192
H -4.285 0.635 -2.888
H 1.963 -2.689 -4.575
H -1.961 -4.267 -2.034
H -2.779 0.007 1.847
H -2.862 -1.358 -2.195
H 4.436 1.660 2.390
H 4.181 2.237 3.999
H 3.622 0.648 3.565
H 3.244 4.364 2.962
H 1.879 4.307 1.818
H 3.501 3.664 1.313
H 0.861 1.644 4.153
H 2.017 2.802 4.844
H 0.727 3.364 3.749
*
```

The calculation puts the orbital gap at 8.278 eV. The total energy is -54939.302 eV.


Computed, not measured: a 2-piece molecular cluster, C4H7OP overall at a distorted geometry, with the ωB97M-V functional and the def2-TZVPD basis.

Structure (ORCA input):
```
! RIJCOSX wB97M-V def2-TZVPD def2/J DEFGRID3
* xyz 0 1
C -0.057 -0.597 0.118
C 0.026 0.672 -0.198
C 0.720 -1.864 -0.176
C -0.606 1.970 0.188
O 4.171 -0.114 0.787
P 3.645 0.447 -0.474
H -1.123 -0.695 0.547
H 1.780 -1.638 -0.315
H 0.502 -2.535 0.681
H 0.488 -2.276 -1.226
H -1.745 1.939 0.573
H 0.102 2.464 0.998
H -0.654 2.637 -0.749
*
```

The calculation puts the orbital gap (alpha / beta) at 7.486 / 6.353 eV. The total energy is -15592.970 eV.


Computed, not measured: a single C5H11NS molecule at a distorted geometry, with the ωB97M-V functional and the def2-TZVPD basis.

Structure (ORCA input):
```
! RIJCOSX wB97M-V def2-TZVPD def2/J DEFGRID3
* xyz 0 1
C 1.872 0.566 -0.047
C 1.363 2.029 0.056
C 0.703 -0.417 0.082
C 0.977 -1.887 -0.295
C -3.239 0.356 0.111
N -1.826 -0.054 0.333
S -0.726 0.479 -0.660
H 2.261 0.276 -1.069
H 2.485 0.483 0.804
H 0.608 2.366 0.790
H 1.199 2.476 -0.936
H 0.200 -0.335 1.145
H 1.461 -1.926 -1.194
H -0.024 -2.548 -0.335
H 1.485 -2.434 0.406
H -3.442 1.278 -0.313
H -3.628 0.166 1.058
H -3.877 -0.254 -0.613
*
```

The calculation puts the orbital gap (alpha / beta) at 8.379 / 7.787 eV. The total energy is -17683.781 eV.


Computed, not measured: C21H63BrN16O32Si2 as an isolated structure at a distorted geometry, with the ωB97M-V functional and the def2-TZVPD basis.

Structure (ORCA input):
```
! RIJCOSX wB97M-V def2-TZVPD def2/J DEFGRID3
* xyz 0 1
C -1.842 1.252 4.596
C -1.762 2.354 3.456
O -2.878 2.179 2.543
Si -2.406 1.048 1.310
N -2.331 1.972 -0.202
O -3.588 -0.194 1.338
Si -3.415 -1.351 0.082
Br -5.490 -2.295 -0.232
O -2.228 -2.543 0.382
C -1.317 -2.734 -0.728
C -0.542 -1.430 -1.177
N 0.728 -1.907 -1.824
C 1.907 -1.286 -1.162
C 2.112 -2.000 0.248
C 3.539 -1.652 0.862
O 2.037 -3.443 0.133
H -2.919 1.194 4.934
H -1.165 1.613 5.428
H -1.558 0.231 4.219
H -0.794 2.232 2.887
H -1.800 3.382 3.914
H -1.076 0.499 1.574
H -2.918 1.591 -0.942
H -1.379 2.162 -0.510
H -3.174 -0.589 -1.160
H -1.812 -3.216 -1.631
H -0.523 -3.459 -0.375
H -1.083 -0.850 -1.984
H -0.318 -0.799 -0.273
H 0.714 -1.580 -2.791
H 2.784 -1.440 -1.855
H 1.700 -0.187 -1.009
H 1.288 -1.621 0.914
H 3.527 -0.605 1.321
H 3.779 -2.436 1.631
H 4.268 -1.696 -0.006
H 2.579 -3.648 -0.651
C 3.514 0.396 4.514
N 2.356 1.003 3.808
O 2.242 0.773 2.621
O 1.604 1.688 4.470
H 4.094 -0.185 3.801
H 4.109 1.209 4.926
H 3.119 -0.242 5.302
C 7.048 -4.220 -1.859
N 6.690 -2.981 -1.118
O 7.453 -2.602 -0.252
O 5.652 -2.432 -1.434
H 7.991 -4.596 -1.474
H 6.248 -4.940 -1.699
H 7.138 -3.959 -2.907
C -4.057 5.354 5.227
N -3.689 6.469 6.137
O -2.951 6.215 7.065
O -4.156 7.563 5.884
H -3.571 4.445 5.573
H -5.139 5.248 5.259
H -3.715 5.619 4.229
C -4.131 10.911 5.216
N -3.483 11.884 4.300
O -2.418 11.569 3.806
O -4.066 12.932 4.108
H -3.501 10.028 5.292
H -4.237 11.394 6.185
H -5.101 10.657 4.793
C -4.475 4.319 -0.153
N -5.664 4.914 -0.817
O -5.786 4.739 -2.016
O -6.434 5.536 -0.116
H -3.881 3.798 -0.895
H -3.908 5.134 0.292
H -4.835 3.627 0.606
C -8.147 1.157 -0.835
N -7.028 1.810 -0.111
O -7.307 2.518 0.834
O -5.906 1.587 -0.519
H -9.082 1.444 -0.363
H -8.113 1.499 -1.867
H -7.994 0.081 -0.770
C -8.208 -4.944 -2.794
N -7.079 -4.295 -2.079
O -7.351 -3.578 -1.130
O -5.964 -4.527 -2.495
H -9.139 -4.650 -2.316
H -8.180 -4.606 -3.828
H -8.063 -6.020 -2.726
C 0.311 -5.773 -1.935
N 1.415 -6.022 -2.897
O 1.260 -6.908 -3.714
O 2.400 -5.318 -2.799
H -0.496 -6.472 -2.139
H 0.709 -5.924 -0.933
H -0.021 -4.747 -2.076
C 9.209 -7.574 -4.323
N 8.857 -6.334 -3.585
O 9.625 -5.958 -2.723
O 7.818 -5.782 -3.898
H 10.151 -7.953 -3.941
H 8.409 -8.292 -4.158
H 9.296 -7.314 -5.376
C -7.490 6.114 -4.289
N -8.563 6.434 -5.265
O -8.707 5.682 -6.208
O -9.223 7.430 -5.048
H -6.987 5.205 -4.607
H -6.798 6.953 -4.275
H -7.959 5.975 -3.318
C 6.138 -5.125 2.912
N 5.768 -3.892 3.651
O 6.533 -3.500 4.508
O 4.720 -3.361 3.342
H 7.091 -5.486 3.291
H 5.352 -5.857 3.081
H 6.215 -4.864 1.859
C 2.285 -5.012 -6.661
N 1.117 -4.425 -7.366
O 1.015 -4.640 -8.557
O 0.345 -3.769 -6.696
H 2.884 -5.568 -7.377
H 2.857 -4.191 -6.234
H 1.902 -5.672 -5.884
C 11.821 -11.042 -1.844
N 10.665 -10.426 -2.546
O 10.546 -10.651 -3.734
O 9.920 -9.739 -1.879
H 12.394 -11.624 -2.560
H 12.422 -10.234 -1.431
H 11.424 -11.680 -1.057
C -0.723 13.963 3.627
N 0.343 14.651 4.401
O 0.000 15.325 5.352
O 1.487 14.488 4.026
H -1.685 14.197 4.072
H -0.672 14.329 2.603
H -0.525 12.897 3.674
*
```

The calculation puts the orbital gap at 8.753 eV. The total energy is -197923.446 eV.


Q: What is the formula in the fourth record?
A: C21H63BrN16O32Si2